a:
Computed, not measured: a cluster of 2 separate species, C2H8N2S in total, with ωB97M-V/def2-TZVPD.

Last columns: bonded neighbours and bond lengths (Å).
Atoms and positions in Å:
1 S -1.776 1.539 -0.549  N3 1.597, H6 1.312
2 N 0.364 -0.821 -0.912  C5 1.371, H11 1.036
3 N -1.136 0.751 -1.781  S1 1.597, H8 1.091
4 C 1.225 -0.068 1.183  C5 1.531, H7 1.043, H10 1.125, H12 1.063
5 C 0.055 -0.694 0.418  N2 1.371, C4 1.531, H9 1.203, H13 1.043
6 H -0.568 2.007 -0.342  S1 1.312
7 H 1.175 0.774 1.795  C4 1.043
8 H -1.799 0.101 -2.353  N3 1.091
9 H -0.849 0.077 0.609  C5 1.203
10 H 2.042 0.265 0.486  C4 1.125
11 H -0.241 -1.596 -1.236  N2 1.036
12 H 1.756 -0.775 1.773  C4 1.063
13 H -0.249 -1.561 0.912  C5 1.043

## Properties
Charge: 0
HOMO level (alpha / beta) in eV: -8.837 / -8.476
HOMO-LUMO gap (alpha / beta) in eV: 8.62 / 8.53

***

b:
Computed, not measured: a cluster of 2 separate species, C2H8N2S in total, with ωB97M-V/def2-TZVPD.

Last columns: bonded neighbours and bond lengths (Å).
Atoms and positions in Å:
1 S -2.655 0.663 -0.250  H13 1.332
2 N 0.414 0.221 -0.348  C4 1.304, C5 1.459, H10 1.028
3 N -0.542 -0.755 1.462  C4 1.307, H6 1.007, H7 1.047
4 C 0.515 -0.487 0.742  N2 1.304, N3 1.307, H8 1.082
5 C 1.545 0.468 -1.237  N2 1.459, H9 1.088, H11 1.087, H12 1.089
6 H -0.423 -1.400 2.226  N3 1.007
7 H -1.483 -0.403 1.168  N3 1.047
8 H 1.458 -0.955 0.991  C4 1.082
9 H 1.124 0.736 -2.204  C5 1.088
10 H -0.482 0.627 -0.645  N2 1.028
11 H 2.150 -0.422 -1.396  C5 1.087
12 H 2.173 1.292 -0.903  C5 1.089
13 H -3.794 0.414 0.395  S1 1.332

## Properties
Charge: 0
HOMO level in eV: -6.983
HOMO-LUMO gap in eV: 7.28

***

Question: which arrangement is favored energetically? Ranking from most to least stable: b, a.